{"formula": "C23H30N2O6S", "method": "the ωB97M-V functional and the def2-TZVPD basis", "elements": ["C", "O", "C", "C", "C", "C", "N", "C", "C", "O", "N", "C", "C", "C", "C", "C", "C", "S", "O", "O", "C", "C", "C", "C", "O", "C", "C", "O", "C", "C", "C", "C", "H", "H", "H", "H", "H", "H", "H", "H", "H", "H", "H", "H", "H", "H", "H", "H", "H", "H", "H", "H", "H", "H", "H", "H", "H", "H", "H", "H", "H", "H"], "positions_angstrom": [[-0.394, 4.983, 2.750], [-0.954, 3.856, 2.117], [-0.120, 2.977, 1.498], [1.266, 3.086, 1.455], [2.014, 2.123, 0.800], [1.401, 1.041, 0.185], [2.208, 0.110, -0.508], [2.389, -1.238, -0.026], [1.072, -1.970, 0.232], [0.297, -2.163, -0.695], [0.786, -2.387, 1.483], [1.645, -2.247, 2.640], [1.526, -0.861, 3.281], [0.213, -0.668, 4.037], [-1.033, -0.988, 3.211], [-1.221, -2.487, 2.966], [-0.511, -3.001, 1.710], [2.449, 0.476, -2.122], [3.279, -0.566, -2.656], [2.931, 1.826, -2.163], [0.827, 0.426, -2.854], [0.079, 1.576, -2.929], [-1.220, 1.503, -3.416], [-1.764, 0.283, -3.790], [-3.026, 0.104, -4.258], [-3.855, 1.231, -4.408], [-0.984, -0.897, -3.687], [-1.598, -2.049, -4.041], [-0.922, -3.257, -3.763], [0.321, -0.803, -3.236], [0.011, 0.944, 0.207], [-0.738, 1.897, 0.863], [-1.237, 5.539, 3.158], [0.276, 4.694, 3.566], [0.148, 5.615, 2.040], [1.775, 3.915, 1.920], [3.088, 2.210, 0.746], [3.040, -1.205, 0.850], [2.911, -1.755, -0.837], [2.682, -2.447, 2.361], [1.354, -3.015, 3.360], [1.606, -0.102, 2.501], [2.358, -0.721, 3.975], [0.159, 0.373, 4.364], [0.214, -1.293, 4.934], [-0.985, -0.459, 2.258], [-1.901, -0.612, 3.755], [-2.283, -2.706, 2.842], [-0.885, -3.038, 3.847], [-1.111, -2.779, 0.825], [-0.393, -4.090, 1.774], [0.513, 2.512, -2.619], [-1.804, 2.406, -3.484], [-4.795, 0.851, -4.804], [-4.040, 1.726, -3.449], [-3.430, 1.952, -5.113], [-0.606, -3.295, -2.717], [-1.643, -4.048, -3.964], [-0.052, -3.385, -4.414], [0.963, -1.662, -3.156], [-0.478, 0.124, -0.296], [-1.815, 1.837, 0.890]], "forces_ev_per_angstrom": [[0.09, 0.19, 0.11], [-0.03, -0.32, -0.20], [-0.07, -0.16, -0.08], [-0.06, 0.24, 0.19], [-0.19, -0.19, -0.04], [-0.13, 0.56, 0.39], [0.06, 0.10, -0.94], [0.26, -0.23, -0.04], [0.12, -0.10, 0.06], [0.05, 0.10, -0.30], [-0.23, -0.16, 0.06], [0.47, 0.42, 0.17], [-0.08, -0.24, 0.21], [0.05, 0.16, -0.28], [-0.05, -0.14, 0.26], [0.10, 0.12, -0.13], [-0.38, -0.20, -0.10], [0.16, 0.14, 0.03], [-0.31, -0.26, 0.01], [-0.38, 0.03, 0.03], [0.64, 0.22, 0.19], [0.13, 0.07, -0.07], [-0.15, -0.05, -0.03], [-0.04, -0.20, -0.03], [0.40, -0.24, 0.11], [-0.13, 0.20, -0.02], [0.08, 0.20, 0.06], [-0.16, 0.30, -0.07], [0.12, -0.21, 0.09], [-0.29, -0.27, -0.25], [0.06, 0.07, 0.10], [-0.01, 0.18, 0.12], [0.10, 0.00, -0.01], [-0.01, 0.01, -0.04], [-0.01, -0.03, 0.03], [0.02, 0.09, 0.05], [0.13, 0.01, -0.02], [-0.06, -0.04, -0.10], [-0.03, -0.19, 0.30], [-0.11, -0.07, 0.08], [0.09, -0.04, -0.05], [0.08, 0.00, 0.02], [0.08, 0.05, -0.02], [0.01, 0.00, 0.09], [-0.02, 0.01, 0.07], [-0.09, 0.07, -0.01], [-0.03, 0.04, -0.06], [0.02, -0.09, 0.03], [-0.06, -0.04, 0.06], [0.08, -0.11, 0.17], [-0.05, 0.05, -0.08], [-0.01, 0.16, 0.03], [-0.09, 0.06, -0.03], [0.05, 0.08, 0.03], [0.02, -0.01, -0.03], [0.00, -0.02, 0.04], [0.00, -0.01, -0.04], [0.09, 0.02, 0.00], [-0.02, 0.01, 0.01], [-0.06, -0.20, 0.00], [-0.05, -0.10, -0.09], [-0.14, -0.02, 0.00]], "smiles": "COc1ccc(N(CC(=O)N2CCCCCC2)S(=O)(=O)c2ccc(OC)c(OC)c2)cc1", "de_lowest_ev": 1.075, "spin_multiplicity": 1, "homo_energy_ev": -8.1, "orbital_gap_ev": 8.75, "mol_weight_g_mol": 462.57, "total_charge": 0}

=====

{"formula": "C23H30N3", "method": "the ωB97M-V functional and the def2-TZVPD basis", "elements": ["C", "N", "C", "C", "C", "C", "C", "C", "C", "C", "C", "C", "C", "C", "N", "C", "C", "C", "C", "C", "C", "H", "H", "H", "H", "H", "H", "H", "H", "H", "H", "H", "H", "H", "H", "H", "H", "H", "H", "H", "H", "H", "C", "C", "C", "N", "C", "H", "H", "H", "H", "H", "H", "H", "H", "H"], "positions_angstrom": [[2.119, 6.059, 1.118], [2.628, 4.786, 0.668], [4.056, 4.531, 0.680], [4.169, 3.040, 0.281], [2.759, 2.565, 0.154], [1.905, 3.682, 0.347], [0.509, 3.562, 0.225], [-0.022, 2.317, -0.047], [0.790, 1.121, -0.006], [0.249, -0.187, 0.080], [-1.133, -0.486, 0.276], [-1.743, -1.661, -0.279], [-3.110, -1.839, -0.203], [-3.905, -0.872, 0.462], [-5.214, -1.230, 0.437], [-6.319, -0.506, 1.015], [-5.433, -2.500, -0.225], [-4.018, -2.922, -0.693], [-3.335, 0.249, 1.090], [-1.964, 0.388, 1.058], [2.215, 1.312, -0.041], [1.053, 5.974, 1.356], [2.665, 6.373, 2.023], [2.255, 6.842, 0.354], [4.582, 5.188, -0.029], [4.479, 4.732, 1.677], [4.716, 2.954, -0.666], [4.737, 2.485, 1.033], [-0.109, 4.452, 0.340], [-1.089, 2.225, -0.237], [0.949, -1.032, 0.060], [-1.120, -2.393, -0.800], [-5.992, 0.498, 1.302], [-7.132, -0.422, 0.277], [-6.717, -1.021, 1.905], [-5.870, -3.238, 0.466], [-6.136, -2.393, -1.063], [-4.000, -3.025, -1.783], [-3.753, -3.901, -0.276], [-3.979, 0.963, 1.602], [-1.493, 1.199, 1.610], [2.865, 0.444, -0.180], [2.297, -4.647, -1.173], [3.567, -3.793, -0.957], [3.112, -2.331, -0.861], [1.641, -2.302, -1.052], [1.108, -3.674, -1.189], [2.356, -5.185, -2.125], [2.176, -5.379, -0.370], [4.080, -4.085, -0.037], [4.259, -3.920, -1.795], [3.349, -1.910, 0.128], [3.604, -1.695, -1.610], [1.394, -1.734, -1.859], [0.521, -3.775, -2.114], [0.423, -3.882, -0.354]], "forces_ev_per_angstrom": [[-0.15, 0.34, -0.03], [-0.77, -0.57, -0.17], [0.45, -0.21, -0.07], [0.99, 0.04, -0.13], [-0.75, -0.93, -0.27], [0.45, 0.59, 0.64], [-0.32, -0.08, -0.22], [0.29, -0.02, 0.55], [-0.46, 0.00, -0.41], [-0.08, 1.17, 0.65], [-0.49, 0.30, 0.64], [-0.34, -0.07, 0.05], [0.92, 0.65, 0.35], [-0.47, -0.12, 0.05], [0.37, 0.47, 0.09], [-0.16, 0.06, 0.10], [0.07, -0.39, -0.16], [-0.22, -0.80, -0.43], [-0.07, -0.06, 0.19], [0.00, -0.02, -0.95], [0.45, 0.62, 0.44], [0.29, 0.09, -0.02], [-0.23, -0.15, -0.27], [-0.06, -0.26, 0.21], [-0.22, -0.13, 0.16], [-0.22, -0.06, -0.20], [-0.12, -0.10, 0.16], [-0.12, -0.03, -0.14], [-0.01, -0.35, -0.30], [0.28, 0.04, 0.06], [-0.36, 0.35, -0.37], [-0.21, 0.30, 0.14], [-0.20, -0.23, -0.08], [0.24, 0.05, 0.22], [0.14, 0.15, -0.24], [0.10, 0.22, -0.06], [0.16, 0.07, 0.17], [0.12, 0.04, 0.15], [0.03, 0.19, -0.09], [0.37, -0.23, 0.09], [-0.14, -0.23, -0.10], [-0.19, 0.21, 0.21], [0.07, -0.02, -0.08], [0.03, -0.09, -0.04], [-0.28, 0.26, 0.00], [0.52, -0.63, -0.85], [-0.17, 0.07, 0.03], [0.00, 0.02, 0.26], [0.05, 0.03, -0.20], [0.04, -0.02, -0.21], [-0.05, -0.02, 0.24], [0.02, -0.10, -0.15], [-0.10, -0.17, 0.17], [0.17, -0.31, 0.12], [0.16, 0.08, 0.22], [0.18, -0.02, -0.13]], "de_lowest_ev": 1.034, "spin_multiplicity": 1, "homo_energy_ev": -9.8, "orbital_gap_ev": 5.93, "mol_weight_g_mol": 348.51, "total_charge": 1}

=====

{"formula": "C23H30N4O5S", "method": "the ωB97M-V functional and the def2-TZVPD basis", "elements": ["O", "C", "C", "N", "C", "N", "C", "S", "C", "C", "C", "C", "O", "C", "C", "C", "C", "N", "C", "C", "C", "C", "O", "N", "C", "C", "C", "C", "C", "O", "C", "C", "O", "H", "H", "H", "H", "H", "H", "H", "H", "H", "H", "H", "H", "H", "H", "H", "H", "H", "H", "H", "H", "H", "H", "H", "H", "H", "H", "H", "H", "H", "H"], "positions_angstrom": [[-0.068, -4.062, 1.356], [1.008, -3.529, 1.167], [1.731, -2.749, 2.282], [1.655, -1.322, 2.044], [0.663, -0.595, 2.606], [0.491, 0.673, 2.461], [1.378, 1.291, 1.657], [1.312, 2.977, 1.296], [2.712, 2.825, 0.259], [3.193, 1.556, 0.205], [2.432, 0.660, 1.008], [2.598, -0.755, 1.171], [3.456, -1.461, 0.661], [4.369, 1.177, -0.634], [5.155, 2.419, -1.051], [4.208, 3.494, -1.581], [3.292, 3.992, -0.461], [1.703, -3.567, 0.027], [1.203, -4.192, -1.175], [0.473, -3.207, -2.090], [-0.808, -2.666, -1.448], [-0.596, -1.313, -0.791], [0.488, -0.749, -0.769], [-1.698, -0.741, -0.257], [-2.996, -1.383, -0.198], [-3.931, -0.625, 0.734], [-4.170, 0.809, 0.256], [-2.880, 1.385, -0.374], [-1.651, 0.653, 0.145], [-4.608, 1.586, 1.352], [-5.483, 2.578, 0.860], [-5.858, 2.094, -0.557], [-5.240, 0.833, -0.670], [2.787, -3.035, 2.300], [1.258, -2.983, 3.237], [-0.036, -1.131, 3.232], [5.000, 0.477, -0.084], [4.001, 0.646, -1.517], [5.885, 2.151, -1.816], [5.698, 2.813, -0.190], [4.776, 4.332, -1.989], [3.601, 3.071, -2.384], [2.495, 4.621, -0.866], [3.864, 4.606, 0.242], [2.515, -2.959, -0.055], [0.521, -4.990, -0.867], [2.051, -4.632, -1.705], [0.235, -3.719, -3.023], [1.136, -2.367, -2.311], [-1.172, -3.372, -0.701], [-1.589, -2.543, -2.203], [-2.878, -2.404, 0.175], [-3.451, -1.429, -1.197], [-3.515, -0.573, 1.739], [-4.892, -1.135, 0.781], [-2.799, 2.445, -0.134], [-2.949, 1.273, -1.458], [-1.591, 0.747, 1.234], [-0.740, 1.078, -0.283], [-6.343, 2.629, 1.531], [-4.987, 3.555, 0.834], [-5.480, 2.782, -1.325], [-6.932, 1.955, -0.693]], "forces_ev_per_angstrom": [[-0.47, -0.14, 0.13], [0.58, 0.19, 0.45], [-0.07, -0.49, -0.05], [0.29, 0.22, -0.16], [-0.32, 0.28, 0.16], [-0.45, 0.04, 0.41], [0.71, -0.20, -0.36], [0.29, -0.30, -0.15], [-0.23, -0.20, 0.27], [-0.04, 0.22, -0.07], [-0.53, 0.33, 0.37], [-0.15, 0.26, 0.21], [0.29, -0.12, -0.17], [0.24, 0.05, 0.00], [-0.17, -0.09, -0.20], [0.13, 0.12, 0.19], [0.05, 0.12, -0.14], [0.27, -0.03, -0.37], [-0.20, -0.02, -0.26], [0.00, -0.09, 0.19], [0.32, 0.03, -0.16], [-0.26, -0.21, -0.01], [0.31, 0.05, -0.13], [-0.02, 0.20, 0.18], [-0.33, -0.35, -0.05], [-0.11, 0.31, -0.22], [0.34, -0.23, -0.06], [-0.20, -0.12, 0.12], [0.12, 0.48, -0.02], [0.14, -0.31, 0.18], [-0.18, 0.22, -0.13], [-0.07, 0.32, -0.01], [0.06, -0.36, 0.05], [-0.17, 0.08, 0.08], [0.03, 0.02, -0.16], [0.03, -0.21, 0.05], [-0.03, -0.02, -0.09], [0.08, -0.08, -0.02], [0.06, 0.02, 0.05], [0.08, 0.01, 0.03], [-0.05, 0.00, -0.06], [-0.03, 0.02, -0.08], [0.03, 0.05, 0.00], [-0.02, 0.06, -0.05], [-0.10, -0.07, 0.19], [0.13, 0.01, -0.08], [-0.09, -0.04, 0.06], [0.00, 0.00, -0.03], [-0.03, -0.07, -0.10], [-0.12, 0.01, -0.03], [-0.07, -0.02, 0.04], [-0.07, 0.08, -0.11], [0.00, -0.09, 0.07], [0.03, -0.04, 0.04], [0.01, 0.02, 0.05], [-0.01, 0.05, -0.04], [0.03, 0.02, -0.02], [0.06, 0.04, -0.14], [-0.13, -0.03, 0.18], [0.07, 0.05, -0.07], [-0.08, -0.07, 0.01], [-0.08, -0.04, 0.06], [0.08, 0.08, -0.01]], "smiles": "O=C(Cn1cnc2sc3c(c2c1=O)CCCC3)NCCCC(=O)N1CCC2(CC1)OCCO2", "de_lowest_ev": 0.129, "spin_multiplicity": 1, "homo_energy_ev": -8.0, "orbital_gap_ev": 8.62, "mol_weight_g_mol": 474.58, "total_charge": 0}

=====

{"formula": "C23H30NO3", "method": "the ωB97M-V functional and the def2-TZVPD basis", "elements": ["C", "O", "C", "C", "C", "C", "C", "C", "C", "C", "C", "C", "C", "O", "C", "C", "C", "C", "C", "H", "H", "H", "H", "H", "H", "H", "H", "H", "H", "H", "H", "H", "H", "H", "H", "H", "C", "O", "C", "C", "C", "C", "C", "N", "H", "H", "H", "H", "H", "H", "H", "H", "H", "H", "H", "H", "H"], "positions_angstrom": [[6.958, -1.089, 2.117], [6.469, -0.868, 0.780], [5.126, -0.859, 0.580], [4.690, -0.579, -0.739], [3.346, -0.497, -1.029], [2.365, -0.701, -0.016], [0.973, -0.684, -0.332], [0.011, -1.178, 0.558], [-1.368, -1.002, 0.494], [-2.252, -1.364, 1.556], [-3.660, -1.463, 1.329], [-4.521, -1.804, 2.343], [-4.034, -2.059, 3.649], [-4.966, -2.320, 4.597], [-4.526, -2.532, 5.954], [-2.639, -2.002, 3.891], [-1.773, -1.644, 2.873], [2.820, -0.949, 1.313], [4.169, -1.073, 1.602], [8.040, -1.009, 2.016], [6.591, -0.326, 2.815], [6.690, -2.092, 2.476], [5.454, -0.439, -1.494], [3.026, -0.325, -2.060], [0.684, -0.386, -1.334], [0.380, -1.797, 1.377], [-1.818, -0.598, -0.415], [-4.051, -1.270, 0.330], [-5.593, -1.870, 2.199], [-5.448, -2.693, 6.514], [-3.884, -3.422, 6.025], [-3.998, -1.651, 6.347], [-2.257, -2.213, 4.892], [-0.701, -1.551, 3.074], [2.090, -1.081, 2.120], [4.495, -1.326, 2.616], [-3.421, 0.168, -3.023], [-2.289, 0.931, -2.613], [-2.024, 1.951, -3.565], [-0.895, 2.828, -3.038], [-0.292, 3.854, -4.017], [1.205, 3.917, -3.625], [1.483, 2.605, -2.857], [0.200, 1.999, -2.653], [-3.717, -0.480, -2.196], [-4.267, 0.827, -3.291], [-3.169, -0.448, -3.904], [-1.720, 1.488, -4.524], [-2.937, 2.564, -3.714], [-1.313, 3.378, -2.171], [-0.386, 3.492, -5.047], [-0.791, 4.829, -3.965], [1.843, 4.018, -4.503], [1.391, 4.775, -2.975], [2.158, 1.952, -3.449], [2.012, 2.804, -1.908], [0.043, 1.262, -1.977]], "forces_ev_per_angstrom": [[0.09, -0.04, -0.15], [-1.37, -0.09, 0.10], [0.35, 0.16, 0.09], [0.02, -0.08, 0.33], [0.02, -0.15, 0.09], [0.15, 0.07, 0.16], [-0.06, -0.78, 0.55], [0.03, -0.03, 0.00], [0.26, -0.31, -0.13], [-0.21, -0.21, 0.40], [0.38, 0.12, 0.14], [0.08, -0.06, 0.41], [-0.05, 0.04, 0.09], [1.02, 0.17, -0.56], [-0.08, -0.04, -0.07], [-0.10, 0.06, 0.15], [-0.29, -0.06, -0.38], [0.22, -0.34, -0.26], [0.00, 0.09, 0.07], [-0.16, -0.04, 0.14], [0.04, -0.13, -0.25], [0.05, 0.23, -0.13], [-0.11, 0.02, -0.03], [0.08, 0.04, 0.37], [-0.07, 0.22, 0.07], [-0.07, 0.50, -0.06], [0.12, 0.13, 0.09], [0.09, 0.00, 0.24], [0.07, 0.01, -0.12], [0.25, 0.02, -0.06], [-0.20, 0.24, -0.06], [-0.17, -0.22, -0.19], [-0.06, 0.14, -0.40], [-0.52, -0.06, 0.07], [0.43, 0.13, -0.34], [-0.20, 0.23, -0.44], [0.16, 0.17, -0.25], [-0.58, -0.08, -0.02], [0.10, 0.49, -0.44], [-0.82, 0.33, 0.55], [0.01, -0.42, -0.13], [-0.31, 0.02, 0.23], [0.99, -0.10, 0.08], [0.25, -0.78, -0.34], [0.04, 0.02, -0.06], [0.28, -0.25, 0.18], [-0.11, 0.12, 0.24], [-0.13, 0.16, 0.23], [0.32, -0.27, -0.06], [0.04, -0.02, -0.09], [-0.04, -0.02, 0.11], [0.13, -0.26, 0.05], [-0.03, 0.01, 0.11], [-0.01, -0.07, -0.08], [-0.28, 0.19, 0.19], [-0.09, 0.09, -0.20], [0.06, 0.72, -0.23]], "de_lowest_ev": 3.707, "spin_multiplicity": 1, "homo_energy_ev": -10.3, "orbital_gap_ev": 5.23, "mol_weight_g_mol": 368.50, "total_charge": 1}

=====

Energy per entry: -50437.346, -28801.532, -51373.502, -31961.783 eV